# 1
{
  "formula": "C6H22Si4",
  "method": "ωB97M-V/def2-TZVPD",
  "symbols": ["C", "C", "Si", "C", "C", "C", "Si", "C", "Si", "Si", "H", "H", "H", "H", "H", "H", "H", "H", "H", "H", "H", "H", "H", "H", "H", "H", "H", "H", "H", "H", "H", "H"],
  "xyz": [[2.36, 0.04, -2.74], [2.43, -0.09, -1.21], [0.82, 0.36, -0.19], [0.76, 2.30, -0.15], [0.92, -0.42, 1.56], [2.21, -0.09, 2.35], [-1.42, -0.93, -1.21], [-1.12, -2.88, -1.11], [-3.15, -0.79, 0.63], [-3.73, 1.35, 1.14], [2.21, 1.14, -2.86], [3.21, -0.28, -3.20], [1.62, -0.56, -3.02], [3.27, 0.65, -0.96], [2.77, -1.12, -0.85], [0.14, 2.69, -1.04], [0.24, 2.64, 0.73], [1.66, 2.76, -0.22], [0.01, -0.13, 2.24], [0.69, -1.58, 1.54], [2.98, -0.45, 1.67], [2.30, 0.94, 2.38], [2.17, -0.53, 3.25], [-1.74, -0.74, -2.56], [-0.90, -3.20, -0.08], [-2.09, -3.41, -1.31], [-0.40, -3.22, -1.81], [-2.18, -1.33, 1.84], [-4.14, -1.74, 0.91], [-5.15, 1.45, 1.33], [-3.58, 2.22, -0.09], [-3.22, 2.19, 2.19]],
  "molar_mass_da": 206.6,
  "e_tot_ev": -38085.957,
  "smiles": "CC[Si](C)(CC)[Si@@H](C)[SiH2][SiH3]",
  "e_above_lowest_kcal_mol": 29.2,
  "multiplicity": 1,
  "homo_ev": -8.6
}

# 2
{
  "formula": "C6H23NO6",
  "method": "ωB97M-V/def2-TZVPD",
  "symbols": ["C", "C", "C", "C", "O", "N", "C", "C", "H", "H", "H", "H", "H", "H", "H", "H", "H", "H", "H", "H", "H", "O", "H", "H", "O", "H", "H", "O", "H", "H", "O", "H", "H", "O", "H", "H"],
  "xyz": [[1.33, 2.62, 0.28], [-0.20, 2.50, 0.32], [-0.73, 1.71, -0.81], [-0.45, 0.25, -0.65], [0.06, -0.50, -1.49], [-0.76, -0.33, 0.57], [-0.67, -1.77, 0.82], [-1.87, -2.33, 1.55], [1.76, 2.96, -0.66], [1.89, 1.73, 0.64], [1.57, 3.42, 0.97], [-0.40, 3.58, 0.16], [-0.43, 2.22, 1.38], [-1.84, 1.85, -0.96], [-0.44, 2.13, -1.76], [-0.75, 0.28, 1.39], [0.27, -1.83, 1.45], [-0.27, -2.44, 0.08], [-2.76, -1.69, 1.65], [-1.61, -2.54, 2.62], [-2.17, -3.29, 1.15], [0.41, -3.07, -2.73], [1.01, -2.73, -2.06], [-0.32, -2.45, -2.57], [2.70, 0.15, 2.33], [2.94, 0.98, 2.77], [3.60, -0.22, 2.33], [0.30, -0.24, 3.65], [1.17, -0.04, 3.28], [0.15, -1.19, 3.65], [-2.09, -0.91, -3.21], [-2.11, -0.53, -2.32], [-1.13, -0.97, -3.32], [0.26, 1.00, -3.57], [0.78, 0.37, -4.08], [0.79, 1.32, -2.85]],
  "molar_mass_da": 205.3,
  "e_tot_ev": -20369.417,
  "smiles": "CCCC(=O)NCC.O.O.O.O.O",
  "e_above_lowest_kcal_mol": 43.8,
  "multiplicity": 1,
  "homo_ev": -9.5
}

# 3
{
  "formula": "C6H23NO7",
  "method": "ωB97M-V/def2-TZVPD",
  "symbols": ["C", "C", "C", "C", "C", "C", "O", "N", "H", "H", "H", "H", "H", "H", "H", "H", "H", "H", "H", "H", "H", "O", "H", "H", "O", "H", "H", "O", "H", "H", "O", "H", "H", "O", "H", "H", "O"],
  "xyz": [[-2.71, 0.24, -1.01], [-2.38, -1.16, -0.44], [-1.01, -1.30, 0.17], [-0.65, -2.43, 0.86], [0.62, -2.66, 1.52], [1.77, -1.97, 1.27], [2.90, -2.32, 2.01], [-2.77, 1.26, 0.03], [-1.98, 0.54, -1.76], [-3.67, 0.20, -1.55], [-3.15, -1.36, 0.33], [-2.51, -1.89, -1.25], [-0.35, -0.45, 0.06], [-1.35, -3.26, 0.95], [0.66, -3.45, 2.25], [1.94, -1.14, 0.60], [3.64, -1.78, 1.79], [-3.38, 0.96, 0.78], [-1.84, 1.51, 0.34], [1.01, 0.48, 2.74], [1.40, 1.57, 3.75], [1.52, 1.34, 2.83], [-0.24, 3.25, 1.03], [0.62, 2.10, 1.58], [0.02, 2.33, 0.83], [1.02, -0.86, -3.24], [0.66, 0.55, -3.80], [1.37, 0.04, -3.38], [-0.09, 2.25, -3.09], [-0.37, 2.53, -4.63], [-0.53, 1.91, -3.92], [0.77, 2.41, -0.83], [1.50, 1.62, -1.99], [1.11, 2.48, -1.77], [0.31, -1.38, 1.90], [-0.54, -0.22, 1.55], [-0.13, -0.62, 2.34]],
  "molar_mass_da": 221.2,
  "e_tot_ev": -22414.939,
  "s_squared": 0.77,
  "e_above_lowest_kcal_mol": 10.2,
  "multiplicity": 2,
  "homo_ev": [-0.4, -3.1],
  "total_charge": -1
}

# 4
{
  "formula": "C6H24As2F12N12O6Tl",
  "method": "ωB97M-V/def2-TZVPD",
  "symbols": ["Tl", "As", "F", "F", "F", "F", "F", "F", "As", "F", "F", "F", "F", "F", "F", "C", "O", "N", "N", "H", "H", "H", "H", "C", "O", "N", "N", "H", "H", "H", "H", "C", "O", "N", "N", "H", "H", "H", "H", "C", "O", "N", "N", "H", "H", "H", "H", "C", "O", "N", "N", "H", "H", "H", "H", "C", "O", "N", "N", "H", "H", "H", "H"],
  "xyz": [[-0.42, 0.57, 0.36], [3.10, 3.14, -0.78], [4.12, 2.25, 0.34], [3.48, 1.98, -2.01], [2.17, 4.13, -1.87], [2.73, 4.23, 0.51], [4.50, 4.05, -1.24], [1.70, 2.16, -0.36], [-0.86, -1.86, 4.24], [-0.64, -1.06, 2.70], [-2.43, -1.09, 4.39], [-1.10, -2.69, 5.73], [0.70, -2.63, 4.02], [-0.19, -0.51, 5.09], [-1.68, -3.17, 3.41], [-0.41, 3.20, -2.71], [-0.35, 2.45, -1.73], [-0.97, 4.43, -2.62], [-0.02, 2.83, -3.96], [-0.90, 5.12, -3.35], [-1.48, 4.69, -1.79], [0.06, 3.54, -4.67], [0.27, 1.89, -4.13], [3.01, -0.44, 2.14], [2.03, -0.33, 1.35], [2.89, -1.05, 3.32], [4.23, -0.03, 1.76], [2.04, -1.54, 3.56], [3.72, -1.12, 3.89], [5.08, -0.39, 2.16], [4.34, 0.70, 1.06], [2.10, -0.63, -2.20], [0.94, -0.35, -1.87], [2.50, -0.55, -3.49], [3.06, -1.09, -1.36], [3.33, -1.04, -3.79], [1.92, -0.06, -4.14], [3.96, -1.10, -1.79], [2.94, -1.11, -0.36], [-3.86, 2.33, -0.55], [-2.78, 1.90, -0.15], [-4.01, 2.77, -1.84], [-5.03, 2.30, 0.13], [-3.17, 2.81, -2.39], [-4.89, 3.04, -2.23], [-5.85, 2.70, -0.29], [-5.06, 2.16, 1.13], [-3.61, -1.93, 0.61], [-2.77, -1.04, 0.63], [-4.01, -2.59, 1.71], [-4.14, -2.42, -0.55], [-3.56, -2.31, 2.58], [-4.73, -3.29, 1.78], [-3.78, -2.04, -1.40], [-4.69, -3.25, -0.63], [0.55, -3.13, 0.20], [-0.24, -2.17, 0.22], [1.21, -3.59, -0.91], [0.83, -3.84, 1.31], [0.82, -3.15, -1.73], [1.51, -4.54, -0.90], [0.45, -3.58, 2.21], [1.40, -4.66, 1.24]],
  "molar_mass_da": 942.5,
  "e_tot_ev": -195760.530,
  "e_above_lowest_kcal_mol": 0.0,
  "multiplicity": 1,
  "homo_ev": -12.8,
  "total_charge": 1
}

# 5
{
  "formula": "C6H24AsF6N12O6Tl",
  "method": "ωB97M-V/def2-TZVPD",
  "symbols": ["Tl", "As", "F", "F", "F", "F", "F", "F", "C", "O", "N", "N", "H", "H", "H", "H", "C", "O", "N", "N", "H", "H", "H", "H", "C", "O", "N", "N", "H", "H", "H", "H", "C", "O", "N", "N", "H", "H", "H", "H", "C", "O", "N", "N", "H", "H", "H", "H", "C", "O", "N", "N", "H", "H", "H", "H"],
  "xyz": [[0.06, 0.18, 0.64], [-1.72, 0.10, -3.43], [-1.10, 1.75, -3.64], [-0.27, -0.46, -4.24], [-2.20, -1.53, -3.17], [-3.05, 0.69, -2.51], [-2.56, 0.20, -4.91], [-0.78, 0.05, -1.93], [2.15, -1.92, -2.09], [1.32, -1.43, -1.31], [2.34, -1.38, -3.32], [2.92, -2.99, -1.79], [1.67, -0.67, -3.59], [2.77, -1.85, -4.09], [2.80, -3.33, -0.85], [3.56, -3.39, -2.44], [-1.28, -2.06, 3.58], [-1.14, -1.57, 2.44], [-2.36, -2.82, 3.87], [-0.29, -2.01, 4.50], [-3.10, -2.87, 3.19], [-2.41, -3.38, 4.69], [0.58, -1.60, 4.22], [-0.42, -2.42, 5.41], [-1.03, 3.75, -0.96], [-0.76, 2.62, -0.48], [-0.77, 4.07, -2.24], [-1.70, 4.69, -0.25], [-0.38, 3.37, -2.84], [-1.04, 4.96, -2.62], [-2.04, 4.50, 0.68], [-1.76, 5.64, -0.56], [2.21, 1.80, -2.31], [1.68, 1.57, -1.19], [1.57, 1.73, -3.49], [3.53, 2.09, -2.33], [0.57, 1.54, -3.56], [2.16, 1.70, -4.30], [3.90, 2.51, -3.17], [4.10, 1.96, -1.52], [1.93, -3.03, 1.53], [1.64, -1.83, 1.61], [2.96, -3.53, 2.29], [1.24, -3.94, 0.79], [3.31, -2.86, 2.95], [3.21, -4.50, 2.27], [1.66, -4.84, 0.67], [0.36, -3.64, 0.41], [-2.59, 1.66, 3.38], [-1.64, 1.33, 2.65], [-3.18, 0.80, 4.26], [-3.14, 2.90, 3.35], [-2.79, -0.12, 4.31], [-4.07, 1.03, 4.66], [-2.88, 3.60, 2.68], [-3.77, 3.17, 4.08]],
  "molar_mass_da": 753.6,
  "e_tot_ev": -118604.873,
  "e_above_lowest_kcal_mol": 1.6,
  "multiplicity": 1,
  "homo_ev": -15.4,
  "total_charge": 2
}

# 6
{
  "formula": "C6H24BF4O6",
  "method": "ωB97M-V/def2-TZVPD",
  "symbols": ["B", "F", "F", "F", "F", "C", "O", "H", "H", "H", "H", "C", "O", "H", "H", "H", "H", "C", "O", "H", "H", "H", "H", "C", "O", "H", "H", "H", "H", "C", "O", "H", "H", "H", "H", "C", "O", "H", "H", "H", "H"],
  "xyz": [[0.43, 0.03, -1.70], [-0.94, -0.18, -1.40], [0.69, 1.40, -1.81], [1.17, -0.53, -0.62], [0.79, -0.63, -2.89], [-2.20, 2.92, -0.74], [-2.84, 1.84, -1.40], [-2.83, 3.23, 0.10], [-1.22, 2.64, -0.37], [-2.10, 3.79, -1.41], [-2.15, 1.22, -1.66], [1.08, -1.27, 3.82], [1.79, -2.06, 2.88], [1.67, -1.24, 4.73], [0.85, -0.27, 3.45], [0.14, -1.79, 4.07], [1.28, -2.02, 2.06], [4.19, -0.80, -1.77], [3.58, 0.26, -2.46], [5.11, -0.40, -1.35], [3.57, -1.22, -0.97], [4.49, -1.62, -2.45], [2.80, 0.00, -2.97], [-4.16, -1.60, -1.53], [-5.36, -0.87, -1.29], [-3.94, -1.70, -2.60], [-3.30, -1.07, -1.12], [-4.27, -2.59, -1.09], [-5.35, -0.11, -1.88], [-1.76, -1.00, 1.67], [-0.74, -1.75, 1.07], [-2.67, -1.02, 1.07], [-2.04, -1.49, 2.61], [-1.46, 0.01, 1.98], [-0.42, -1.26, 0.30], [2.52, 2.07, 1.20], [3.53, 1.69, 0.27], [1.53, 1.94, 0.77], [2.57, 1.46, 2.11], [2.71, 3.11, 1.47], [3.25, 0.88, -0.16]],
  "molar_mass_da": 279.1,
  "e_tot_ev": -30449.743,
  "e_above_lowest_kcal_mol": 0.0,
  "multiplicity": 1,
  "homo_ev": -7.0,
  "total_charge": -1
}

# 7
{
  "formula": "C6H24FN12O6",
  "method": "ωB97M-V/def2-TZVPD",
  "symbols": ["F", "C", "O", "N", "N", "H", "H", "H", "H", "C", "O", "N", "N", "H", "H", "H", "H", "C", "O", "N", "N", "H", "H", "H", "H", "C", "O", "N", "N", "H", "H", "H", "H", "C", "O", "N", "N", "H", "H", "H", "H", "C", "O", "N", "N", "H", "H", "H", "H"],
  "xyz": [[0.58, 0.19, -0.17], [0.93, 2.75, -3.12], [0.50, 1.97, -3.98], [1.20, 2.48, -1.84], [1.06, 4.04, -3.42], [1.02, 1.59, -1.40], [1.84, 3.13, -1.41], [0.70, 4.31, -4.32], [1.47, 4.66, -2.74], [-2.24, 2.22, 1.08], [-3.26, 2.75, 1.54], [-1.98, 1.94, -0.12], [-1.19, 1.84, 1.75], [-2.77, 1.99, -0.75], [-1.10, 1.47, -0.23], [-0.53, 1.27, 1.23], [-0.97, 2.18, 2.67], [-0.62, -2.19, 3.29], [0.39, -2.83, 3.44], [-1.73, -2.03, 4.01], [-0.75, -1.27, 2.35], [-2.00, -2.57, 4.81], [-2.45, -1.40, 3.68], [-1.35, -0.46, 2.33], [-0.22, -1.27, 1.48], [3.70, 0.15, 1.77], [4.54, -0.36, 2.49], [2.74, 0.86, 2.23], [3.47, -0.24, 0.58], [2.72, 0.84, 3.24], [1.94, 0.63, 1.66], [3.98, -1.08, 0.35], [2.73, 0.13, 0.00], [-2.68, -2.06, -0.88], [-2.19, -2.69, -1.78], [-3.82, -2.40, -0.29], [-2.19, -0.95, -0.46], [-4.06, -3.38, -0.22], [-4.30, -1.67, 0.21], [-1.22, -0.70, -0.55], [-2.72, -0.72, 0.37], [1.62, -1.98, -2.70], [2.29, -2.54, -3.53], [1.94, -1.87, -1.48], [0.47, -1.40, -2.94], [1.40, -1.33, -0.82], [2.94, -1.94, -1.49], [0.22, -0.79, -2.18], [-0.08, -1.27, -3.78]],
  "molar_mass_da": 379.3,
  "e_tot_ev": -39500.526,
  "e_above_lowest_kcal_mol": 121.0,
  "multiplicity": 1,
  "homo_ev": -6.3,
  "total_charge": -1
}

# 8
{
  "formula": "C6H24FO6",
  "method": "ωB97M-V/def2-TZVPD",
  "symbols": ["F", "C", "O", "H", "H", "H", "H", "C", "O", "H", "H", "H", "H", "C", "O", "H", "H", "H", "H", "C", "O", "H", "H", "H", "H", "C", "O", "H", "H", "H", "H", "C", "O", "H", "H", "H", "H"],
  "xyz": [[-17.94, -20.39, 5.67], [-18.83, -20.47, 0.45], [-19.32, -21.35, 1.49], [-19.56, -19.70, 0.21], [-17.94, -19.93, 0.79], [-18.62, -21.04, -0.46], [-19.09, -20.92, 2.32], [-13.19, -21.96, 3.34], [-14.25, -21.03, 3.28], [-12.24, -21.46, 3.45], [-13.29, -22.60, 4.22], [-13.18, -22.65, 2.49], [-14.89, -21.20, 3.97], [-23.25, -21.31, 5.51], [-22.25, -20.60, 6.17], [-23.36, -22.36, 5.81], [-24.21, -20.85, 5.73], [-23.07, -21.18, 4.44], [-21.40, -21.02, 6.00], [-17.87, -25.05, 7.17], [-17.30, -23.89, 7.79], [-17.62, -24.99, 6.12], [-17.43, -25.99, 7.53], [-18.96, -25.07, 7.30], [-17.44, -23.25, 7.09], [-14.76, -15.41, 3.55], [-15.52, -16.36, 4.28], [-13.74, -15.51, 3.92], [-14.72, -15.50, 2.47], [-14.99, -14.39, 3.84], [-15.23, -17.25, 4.03], [-19.91, -21.22, 11.23], [-19.14, -20.50, 10.29], [-20.08, -22.21, 10.81], [-19.49, -21.26, 12.24], [-20.92, -20.84, 11.40], [-18.31, -20.96, 10.14]],
  "molar_mass_da": 211.3,
  "e_tot_ev": -21610.903,
  "e_above_lowest_kcal_mol": 62.3,
  "multiplicity": 1,
  "homo_ev": -3.9,
  "total_charge": -1
}

# 9
{
  "formula": "C6H24HfO11S",
  "method": "ωB97M-V/def2-TZVPD",
  "symbols": ["Hf", "S", "O", "O", "O", "O", "C", "C", "C", "O", "H", "H", "H", "H", "H", "H", "H", "C", "C", "C", "O", "H", "H", "H", "H", "H", "H", "H", "O", "H", "H", "O", "H", "H", "O", "H", "H", "O", "H", "H", "O", "H", "H"],
  "xyz": [[-0.19, 1.21, 0.19], [-0.59, 3.91, 1.56], [-0.90, 3.35, 0.19], [0.43, 4.93, 1.50], [-1.80, 4.39, 2.19], [-0.08, 2.59, 2.03], [-0.91, -3.02, -1.64], [-1.74, -1.84, -1.23], [-3.03, -2.32, -0.56], [-0.98, -0.91, -0.53], [-0.63, -3.68, -0.81], [0.03, -2.75, -2.14], [-1.44, -3.60, -2.41], [-2.03, -1.38, -2.19], [-2.87, -2.88, 0.37], [-3.57, -2.98, -1.24], [-3.65, -1.49, -0.22], [1.87, -2.15, 1.02], [2.48, -0.83, 1.50], [3.87, -0.56, 0.90], [1.62, 0.25, 1.29], [2.57, -2.97, 1.18], [1.71, -2.16, -0.06], [0.97, -2.27, 1.62], [2.63, -0.93, 2.59], [4.54, -1.36, 1.22], [4.25, 0.34, 1.39], [3.84, -0.48, -0.19], [1.64, 2.68, -0.44], [1.64, 3.27, -1.20], [2.51, 2.76, -0.04], [-1.03, 1.88, -2.03], [-1.88, 2.25, -2.27], [-0.44, 2.10, -2.76], [-1.23, 0.09, 2.08], [-1.45, -0.83, 1.86], [-1.60, 0.25, 2.95], [1.28, 0.36, -1.70], [1.04, 0.14, -2.60], [2.25, 0.36, -1.68], [-2.68, 1.32, 0.17], [-3.27, 1.79, 0.77], [-3.19, 1.18, -0.64]],
  "molar_mass_da": 482.8,
  "e_tot_ev": -41278.784,
  "e_above_lowest_kcal_mol": 10.2,
  "multiplicity": 1,
  "homo_ev": -8.6
}

# 10
{
  "formula": "C6H24O6",
  "method": "ωB97M-V/def2-TZVPD",
  "symbols": ["C", "O", "H", "H", "H", "H", "C", "O", "H", "H", "H", "H", "C", "O", "H", "H", "H", "H", "C", "O", "H", "H", "H", "H", "C", "O", "H", "H", "H", "H", "C", "O", "H", "H", "H", "H"],
  "xyz": [[2.64, 1.52, 2.32], [2.23, 1.49, 0.97], [2.09, 0.72, 2.84], [2.36, 2.52, 2.76], [3.67, 1.38, 2.45], [2.90, 2.06, 0.55], [-0.68, 0.10, 1.93], [-0.22, 0.56, 0.67], [-1.74, -0.14, 1.92], [-0.46, 0.94, 2.58], [-0.12, -0.81, 2.24], [0.69, 0.82, 0.83], [1.43, -2.38, 0.20], [1.49, -2.99, 1.48], [1.91, -1.38, 0.31], [0.42, -2.20, -0.18], [2.03, -2.98, -0.52], [2.42, -3.10, 1.68], [0.93, 0.07, -2.19], [0.71, 0.87, -3.32], [1.26, 0.65, -1.32], [-0.05, -0.35, -1.91], [1.60, -0.74, -2.45], [1.52, 1.01, -3.81], [-2.18, 1.71, -1.66], [-2.36, 1.90, -0.30], [-1.21, 2.05, -1.93], [-2.93, 2.31, -2.14], [-2.25, 0.66, -1.96], [-1.56, 1.59, 0.13], [-2.65, -1.63, -0.40], [-3.68, -0.66, -0.38], [-2.80, -2.52, -1.03], [-2.50, -2.02, 0.64], [-1.71, -1.18, -0.73], [-3.20, 0.15, -0.28]],
  "molar_mass_da": 192.3,
  "e_tot_ev": -18893.149,
  "smiles": "CO.CO.CO.CO.CO.CO",
  "e_above_lowest_kcal_mol": 89.1,
  "multiplicity": 1,
  "homo_ev": -9.6
}

# 11
{
  "formula": "C6H24O9",
  "method": "ωB97M-V/def2-TZVPD",
  "symbols": ["O", "C", "C", "O", "H", "H", "H", "H", "H", "H", "O", "C", "C", "O", "H", "H", "H", "H", "H", "H", "O", "C", "C", "O", "H", "H", "H", "H", "H", "H", "O", "H", "H", "O", "H", "H", "O", "H", "H"],
  "xyz": [[0.65, -1.98, -0.65], [-0.11, -2.62, -1.63], [0.82, -3.48, -2.54], [1.41, -2.69, -3.50], [1.23, -1.31, -1.02], [-1.04, -3.10, -1.33], [-0.47, -1.79, -2.24], [0.17, -4.23, -3.00], [1.56, -4.03, -1.97], [2.19, -3.13, -3.87], [2.98, -0.64, -1.00], [2.86, 0.21, 0.10], [4.21, 0.78, 0.64], [5.01, 1.44, -0.29], [3.54, -0.15, -1.60], [2.25, 1.04, -0.26], [2.33, -0.32, 0.89], [4.75, 0.00, 1.18], [3.96, 1.36, 1.53], [5.67, 1.93, 0.20], [-2.77, 1.18, 2.12], [-4.02, 1.51, 1.41], [-4.91, 2.43, 2.20], [-6.14, 2.65, 1.65], [-2.08, 0.83, 1.55], [-3.81, 1.97, 0.44], [-4.58, 0.62, 1.15], [-4.36, 3.36, 2.31], [-5.07, 2.07, 3.22], [-6.78, 3.01, 2.27], [-0.78, 0.38, 0.47], [-0.57, -0.49, 0.13], [-0.57, 0.98, -0.25], [-0.05, 1.57, -1.94], [0.73, 1.34, -2.44], [-0.34, 2.40, -2.33], [0.72, -0.68, 2.98], [0.27, -0.88, 2.16], [1.11, -1.52, 3.25]],
  "molar_mass_da": 240.2,
  "e_tot_ev": -25036.607,
  "smiles": "OCCO.OCCO.OCCO.O.O.O",
  "e_above_lowest_kcal_mol": 40.1,
  "multiplicity": 1,
  "homo_ev": -9.3
}